This record from the Open Molecules 2025 dataset describes a structure of composition C25H19Br2ClN5O5S4V. The level of theory is ωB97M-V/def2-TZVPD.

XYZ file:
```
62
Properties=species:S:1:pos:R:3:forces:R:3:nbo_charge:R:1
V 0.48079 -1.29182 0.56763 -0.1 0.3 -0.9 1.20
O 0.58304 -1.14375 3.64007 0.0 0.0 0.3 -0.78
Cl -0.43679 -0.30945 3.10490 -0.1 -0.1 0.5 2.54
O -1.46905 -0.03353 4.03345 -0.1 0.0 -0.1 -0.78
O 0.12091 0.88270 2.53584 -0.1 0.0 -0.1 -0.80
O -1.04976 -1.07612 1.94247 0.7 0.0 0.0 -0.90
C -2.60498 1.03173 0.71236 0.1 0.0 0.0 -0.65
C -1.66065 1.24571 -0.43247 -0.1 0.0 0.0 0.28
C -2.04621 2.20394 -1.40355 0.0 0.0 0.0 -0.25
C -1.26390 2.46632 -2.48259 0.0 0.0 0.0 -0.12
C -0.04890 1.76736 -2.63018 0.0 0.0 0.0 -0.05
C 0.85333 1.92839 -3.71006 0.0 0.0 0.0 -0.11
Br 0.46587 3.15976 -5.09731 0.0 0.0 0.0 0.06
C 2.00473 1.20179 -3.77761 0.0 0.0 0.0 -0.22
C 2.31070 0.27571 -2.76705 0.0 0.0 0.0 -0.16
Br 3.90798 -0.71520 -2.87342 0.0 0.0 0.0 0.09
C 1.47073 0.07899 -1.69441 0.1 0.0 -0.1 0.35
O 1.73008 -0.75823 -0.71811 -0.2 0.0 0.1 -0.75
C 0.27006 0.83708 -1.62388 0.0 0.0 0.0 0.09
N -0.52355 0.58022 -0.53391 0.0 0.1 -0.1 -0.47
H -3.55506 1.51551 0.49392 0.0 0.0 0.0 0.21
H -2.19641 1.47059 1.62315 0.0 0.0 0.0 0.25
H -2.77781 -0.02178 0.90379 0.0 0.0 0.0 0.24
H -2.98669 2.71952 -1.26856 0.0 0.0 0.0 0.22
H -1.56041 3.19387 -3.22545 0.0 0.0 0.0 0.23
H 2.68947 1.32747 -4.60393 0.0 0.0 0.0 0.24
N -1.98835 -3.74277 1.11909 0.0 0.0 0.0 -0.75
C -2.23477 -3.06731 -0.00299 0.0 0.0 0.0 0.37
S -0.96255 -2.52093 -1.00312 -0.1 0.1 0.0 -0.14
N -3.52301 -2.88058 -0.32927 0.0 0.0 0.0 -0.60
C -4.01801 -1.98446 -1.33156 0.0 0.0 0.0 0.20
C -3.68111 -2.14728 -2.66643 0.0 0.0 0.0 -0.22
C -4.17096 -1.24899 -3.60185 0.0 0.0 0.0 -0.20
C -5.01006 -0.21495 -3.21120 0.0 0.0 0.0 -0.20
C -5.36593 -0.07815 -1.87759 0.0 0.0 0.0 -0.20
C -4.86497 -0.96100 -0.93256 0.0 0.0 0.0 -0.25
H -1.02527 -3.86148 1.40390 0.0 0.0 0.0 0.44
H -2.69657 -3.85834 1.82610 0.0 0.0 0.0 0.40
H -4.21590 -3.25561 0.30217 0.0 0.0 0.0 0.40
H -3.03650 -2.96096 -2.96574 0.0 0.0 0.0 0.24
H -3.89964 -1.36344 -4.64269 0.0 0.0 0.0 0.22
H -5.39164 0.47944 -3.94784 0.0 0.0 0.0 0.22
H -6.02702 0.72051 -1.56775 0.0 0.0 0.0 0.22
H -5.11724 -0.84794 0.11484 0.0 0.0 0.0 0.22
S 5.75112 -1.22631 4.42571 0.0 0.0 0.0 -0.14
C 4.52371 -1.54423 3.37805 0.0 0.1 0.0 -0.12
S 3.81883 -3.12612 3.11960 0.0 0.0 0.0 0.45
C 2.70682 -2.44759 1.98199 0.0 0.0 0.0 -0.11
N 2.83444 -1.17865 1.80952 -0.1 -0.1 0.1 -0.29
N 3.85543 -0.67841 2.57326 0.0 0.1 0.1 -0.27
C 4.17207 0.71053 2.41910 0.0 0.0 0.0 0.21
C 5.42157 1.07157 1.94325 0.0 0.0 0.0 -0.21
C 5.70778 2.41483 1.76212 0.0 0.0 0.0 -0.21
C 4.74798 3.37710 2.04686 0.0 0.0 0.0 -0.21
C 3.49896 2.99795 2.51622 0.0 0.0 0.0 -0.19
C 3.20557 1.65590 2.70980 0.0 0.0 0.0 -0.23
S 1.48002 -3.30006 1.08263 0.1 -0.3 0.2 -0.13
H 6.15553 0.30776 1.72818 0.0 0.0 0.0 0.23
H 6.68100 2.71019 1.39331 0.0 0.0 0.0 0.22
H 4.97504 4.42511 1.90039 0.0 0.0 0.0 0.21
H 2.74930 3.74602 2.73807 0.0 0.0 0.0 0.22
H 2.23683 1.34188 3.07131 0.1 0.0 0.0 0.24
```
Forces are in eV/Å.

Values from the calculation:
Expectation value of S²: 2.02
Energy above the lowest of the compared OMol25 structures with the same formula, charge and spin in kcal per mole: 30.50
E_HOMO (alpha / beta) in eV: -7.745 / -7.751
DFT total energy in a.u.: -9758.9177
Lowest unoccupied orbital energy (alpha / beta) in Ha: -0.0270 / -0.0181
2S+1: 3

This record from the Open Molecules 2025 dataset describes a structure of composition C25H19BrNaO2Sb. The level of theory is ωB97M-V/def2-TZVPD.

XYZ file:
```
49
Properties=species:S:1:pos:R:3:forces:R:3:nbo_charge:R:1
Na 0.48225 -1.73466 0.67881 0.2 0.1 -1.1 0.91
Br -2.76314 -1.97148 7.31454 -0.1 0.0 0.0 0.04
C -1.08584 -2.17763 6.45583 0.1 0.0 0.0 -0.10
C 0.05036 -2.36658 7.22859 0.1 0.0 -0.1 -0.24
C 1.27453 -2.51983 6.58695 0.0 0.0 0.0 -0.21
C 1.35394 -2.47732 5.20174 0.0 0.0 0.1 -0.17
C 0.20728 -2.28286 4.44573 0.0 0.0 0.0 -0.16
C -1.02391 -2.13510 5.07470 0.0 0.0 -0.1 -0.16
C 0.30931 -2.21065 2.94043 -0.2 -0.1 0.4 0.74
O -0.76550 -2.02754 2.29321 0.2 -0.2 0.6 -0.80
O 1.46488 -2.31373 2.43143 -0.4 0.0 0.4 -0.80
H -0.02101 -2.39278 8.30817 0.0 0.0 0.0 0.22
H 2.16877 -2.67303 7.17863 0.0 0.0 0.0 0.21
H 2.29488 -2.59320 4.68240 0.0 0.0 0.0 0.24
H -1.90708 -1.98843 4.46968 0.0 0.0 0.0 0.24
C 2.33459 4.12004 -4.13600 0.0 0.0 0.0 -0.20
C 3.34928 3.34911 -3.59047 -0.1 -0.1 0.1 -0.21
C 3.03265 2.21636 -2.84245 0.0 0.1 -0.1 -0.22
C 1.70294 1.85276 -2.63964 0.0 0.3 -0.2 -0.37
C 0.68771 2.63754 -3.19190 0.1 0.1 0.0 -0.16
C 1.00406 3.76445 -3.93664 0.1 0.0 0.0 -0.22
Sb 1.26150 0.14315 -1.48549 -0.1 0.0 -0.2 1.03
C -0.30564 0.93586 -0.24658 0.0 0.1 0.0 -0.41
C 0.04045 1.33799 1.04827 -0.2 -0.1 -0.1 -0.24
C -0.91366 1.88790 1.89849 0.1 -0.1 -0.1 -0.19
C -2.21905 2.03835 1.45824 -0.1 0.0 0.0 -0.19
C -2.57850 1.63899 0.17598 0.1 -0.1 0.0 -0.22
C -1.62942 1.08448 -0.67355 0.1 0.1 0.2 -0.17
C -0.02319 -0.83273 -2.89417 -0.1 0.0 -0.1 -0.37
C 0.22176 -0.75805 -4.26674 -0.1 -0.1 0.0 -0.23
C -0.55781 -1.48328 -5.16344 0.0 0.0 0.1 -0.20
C -1.58799 -2.29220 -4.70285 0.0 0.0 0.0 -0.21
C -1.84711 -2.37332 -3.34167 0.1 0.1 0.0 -0.23
C -1.06882 -1.64697 -2.44840 0.0 0.0 -0.1 -0.18
H 2.58060 5.00129 -4.71517 0.0 0.0 0.0 0.22
H 4.38674 3.62280 -3.73997 0.0 0.0 0.0 0.22
H 3.83701 1.62455 -2.42074 0.0 0.0 0.0 0.22
H -0.35522 2.38360 -3.04512 0.0 -0.1 0.0 0.21
H 0.21404 4.37147 -4.36063 0.0 0.0 0.0 0.22
H 1.05115 1.20293 1.41919 0.1 0.0 0.0 0.22
H -0.63703 2.17748 2.90390 0.0 0.0 0.0 0.22
H -2.96660 2.45386 2.12225 0.0 0.0 0.0 0.22
H -3.60286 1.74769 -0.16014 0.0 0.0 0.0 0.22
H -1.93285 0.75690 -1.66112 0.1 0.0 0.0 0.21
H 1.01368 -0.12782 -4.65502 0.0 0.0 0.1 0.22
H -0.35765 -1.41623 -6.22625 0.0 0.0 0.0 0.22
H -2.19418 -2.85213 -5.40390 0.0 0.0 0.0 0.22
H -2.65116 -2.99798 -2.97369 0.0 0.0 0.0 0.22
H -1.32916 -1.70403 -1.39547 0.1 0.0 0.0 0.19
```
Forces are in eV/Å.

Values from the calculation:
Energy above the lowest of the compared OMol25 structures with the same formula, charge and spin in kcal per mole: 9.45
E_HOMO in eV: -8.636
DFT total energy in a.u.: -4091.1431
Lowest unoccupied orbital energy in Ha: 0.0057

This record from the Open Molecules 2025 dataset describes a structure of composition C25H19Cl3MoN4O5. The level of theory is ωB97M-V/def2-TZVPD.

XYZ file:
```
57
Properties=species:S:1:pos:R:3:forces:R:3:nbo_charge:R:1
Mo 0.02522 -0.52992 -0.01372 -0.6 0.6 0.0 1.58
O 2.47471 -3.75976 -0.97472 0.1 -0.1 0.1 -0.52
C 1.80469 -2.76234 -0.94134 0.0 0.0 -0.1 0.66
N 1.50875 -1.95862 0.14683 0.0 0.0 0.1 -0.71
C 2.12041 -2.19730 1.37413 -0.1 0.0 0.1 0.67
O 3.11472 -2.83371 1.58695 0.1 0.0 0.0 -0.51
C 1.33714 -1.56381 2.48112 -0.1 0.1 0.2 0.15
C 1.61487 -1.84819 3.80140 0.0 0.0 0.0 -0.19
C 0.75843 -1.36548 4.77390 0.0 0.0 0.0 -0.14
C -0.34727 -0.62741 4.38284 0.0 0.0 0.0 -0.22
C -0.54212 -0.36262 3.04272 0.0 0.0 -0.1 0.08
N 0.30360 -0.80250 2.10832 0.2 -0.2 -0.1 -0.41
C 1.15939 -2.22312 -2.18194 -0.1 0.1 -0.2 0.14
C 1.35364 -2.80520 -3.41799 0.0 0.0 0.0 -0.19
C 0.77262 -2.21293 -4.52513 0.0 0.0 0.0 -0.15
C 0.02290 -1.05872 -4.35446 0.0 0.0 -0.1 -0.23
C -0.12649 -0.53347 -3.08691 0.0 0.1 0.1 0.06
N 0.43733 -1.11040 -2.02138 0.0 -0.1 0.1 -0.41
H 2.47326 -2.46519 4.02455 0.0 0.0 0.0 0.25
H 0.93544 -1.57885 5.81935 0.0 0.0 0.0 0.23
H -1.06261 -0.25844 5.10354 0.0 0.0 0.0 0.23
H -1.39792 0.19992 2.70139 0.0 0.0 0.0 0.22
H 1.95885 -3.69840 -3.47604 0.0 0.0 0.0 0.26
H 0.90554 -2.63981 -5.51021 0.0 0.0 0.0 0.23
H -0.44128 -0.56072 -5.19370 0.0 0.0 0.0 0.23
H -0.68749 0.37239 -2.90585 0.0 0.0 0.0 0.23
Cl -6.18843 3.96386 -0.90023 0.0 0.0 0.0 0.02
C -4.79444 2.95978 -0.69571 0.0 0.0 0.0 -0.01
C -3.61100 3.30752 -1.32368 0.0 0.0 0.0 -0.25
C -2.50268 2.50006 -1.15256 0.1 -0.2 0.1 -0.06
Cl -1.00146 2.91842 -1.89011 0.0 0.1 0.0 0.05
C -2.55695 1.33364 -0.37819 -0.4 0.2 -0.1 0.30
O -1.48793 0.56110 -0.22681 0.5 -0.2 0.0 -0.63
C -3.77006 1.02694 0.25181 0.2 0.0 -0.1 -0.07
Cl -3.84360 -0.37028 1.26091 0.0 0.0 0.0 0.05
C -4.88438 1.83054 0.09863 0.0 0.0 0.0 -0.25
H -3.54697 4.19932 -1.93023 0.0 0.0 0.0 0.25
H -5.80941 1.57347 0.59449 0.0 0.0 0.0 0.25
O -1.17622 -3.16920 1.78701 -0.1 0.0 -0.3 -0.67
C -1.57916 -3.08752 0.63727 0.1 0.0 0.2 0.66
O -1.29107 -2.16994 -0.23153 0.2 -0.1 0.1 -0.76
H -2.24796 -3.86313 0.22381 0.0 0.0 0.0 0.09
C 0.15688 2.45626 1.83402 0.1 0.0 0.0 -0.64
C 1.26747 2.19416 0.86376 0.0 0.1 0.0 0.12
C 2.30628 3.05145 0.63012 -0.2 0.0 0.1 -0.30
C 3.11592 2.45897 -0.36928 0.0 -0.1 -0.1 -0.30
C 2.52701 1.27652 -0.72677 0.1 0.2 -0.1 0.11
C 3.10980 0.33653 -1.73301 -0.1 0.0 0.0 -0.63
N 1.36440 1.07998 0.02493 0.1 -0.1 0.2 -0.57
H 0.06424 3.53302 1.97890 0.0 0.0 0.0 0.23
H 0.34840 2.01757 2.81664 0.0 0.0 0.0 0.21
H -0.80806 2.09859 1.48452 -0.1 0.0 0.0 0.20
H 2.45350 4.00396 1.11673 0.0 0.0 0.0 0.21
H 4.03559 2.84539 -0.78306 0.0 0.0 0.0 0.21
H 4.06461 0.74807 -2.05880 0.0 0.0 0.0 0.23
H 2.49296 0.22218 -2.62607 0.0 0.0 0.0 0.20
H 3.31639 -0.65262 -1.32117 0.0 0.0 0.0 0.21
```
Forces are in eV/Å.

Values from the calculation:
E_HOMO (alpha / beta) in eV: -7.290 / -7.296
DFT total energy in a.u.: -3008.1894
Lowest unoccupied orbital energy (alpha / beta) in Ha: -0.0461 / -0.0458

This record from the Open Molecules 2025 dataset describes a structure of composition C25H19LuN6O5S2. The level of theory is ωB97M-V/def2-TZVPD.

XYZ file:
```
58
Properties=species:S:1:pos:R:3:forces:R:3:nbo_charge:R:1
Lu 0.21336 -0.20547 -0.73246 2.8 0.9 1.9 1.87
N -0.52558 4.05743 0.09469 0.0 0.4 -0.1 -0.80
C -0.63017 2.71797 0.00270 -0.2 -0.7 0.1 0.31
S 0.59003 1.82898 0.87084 0.2 0.0 0.4 -0.41
N -1.63225 2.22722 -0.67523 -0.6 1.0 -0.3 -0.44
N -1.67401 0.86748 -0.77809 -1.1 0.2 -0.1 -0.43
C -2.76933 0.30289 -1.17536 0.5 0.8 0.4 0.15
C -2.90779 -1.12205 -1.27900 0.4 -0.7 0.2 -0.21
C -4.06083 -1.62543 -1.89972 0.1 0.0 0.1 -0.14
C -4.29858 -2.97554 -2.00465 -0.1 0.0 -0.1 -0.27
C -3.37322 -3.86936 -1.46954 0.0 0.1 -0.1 -0.18
C -2.23586 -3.41315 -0.84769 0.2 0.3 0.1 -0.24
C -1.94976 -2.03775 -0.72751 -1.6 -0.8 -0.4 0.38
O -0.87659 -1.65902 -0.09115 -1.4 -2.2 0.9 -0.84
H 0.18359 4.42713 0.70198 -0.1 0.1 -0.1 0.41
H -1.24924 4.64481 -0.28199 0.0 0.0 0.0 0.40
H -3.63461 0.92761 -1.40695 0.1 0.0 0.0 0.20
H -4.77263 -0.91639 -2.29989 -0.1 0.1 0.0 0.21
H -5.18963 -3.34125 -2.49078 -0.1 0.0 0.0 0.21
H -3.54968 -4.93245 -1.53933 0.0 -0.1 0.0 0.21
H -1.52516 -4.10244 -0.41383 0.0 0.0 0.0 0.21
S 6.76248 -2.35193 -0.63096 -0.3 -0.2 0.3 0.26
C 5.05733 -1.81362 -0.49492 0.1 0.0 -0.1 -0.10
C 4.69175 -0.85161 0.43396 -0.2 0.0 -0.1 -0.24
C 3.35492 -0.50492 0.53718 0.0 0.1 0.2 0.08
N 2.40213 -1.06251 -0.21346 0.3 -0.1 0.0 -0.53
C 2.76340 -1.98480 -1.11104 0.0 -0.2 0.0 0.07
C 4.07612 -2.38524 -1.29091 -0.1 0.1 0.0 -0.24
C 6.56803 -3.65127 0.60673 0.2 0.3 -0.3 -0.13
C 6.12664 -4.90863 0.23298 0.1 -0.1 0.2 -0.26
C 5.96535 -5.85748 1.23474 -0.1 0.0 -0.5 0.05
N 6.21118 -5.61676 2.50817 -0.1 -0.4 0.4 -0.40
C 6.63965 -4.41694 2.85002 0.1 0.4 0.0 0.05
C 6.83852 -3.38793 1.93800 0.0 -0.2 0.1 -0.26
H 5.43226 -0.37980 1.05790 0.1 0.1 0.1 0.24
H 3.03086 0.24328 1.25384 0.0 0.0 -0.1 0.23
H 1.96222 -2.42639 -1.70082 0.1 0.1 0.0 0.23
H 4.33226 -3.12081 -2.03584 0.0 -0.1 -0.1 0.24
H 5.92170 -5.14690 -0.79799 0.0 0.0 -0.1 0.23
H 5.62073 -6.85609 1.00180 0.0 -0.1 -0.1 0.20
H 6.83099 -4.26692 3.90387 0.0 0.1 0.1 0.20
H 7.19599 -2.42228 2.25657 0.0 0.1 0.0 0.23
O 0.04041 -0.91399 -2.84182 -0.3 -0.6 -0.2 -0.72
C 0.38104 0.26445 -3.10143 0.4 0.5 -1.8 0.74
O 1.06268 0.93709 -2.28334 0.5 1.2 -1.1 -0.73
C 0.03134 0.90546 -4.40570 -0.1 0.1 -0.2 -0.04
C 0.05195 0.15843 -5.57982 0.0 0.1 0.3 -0.19
C -0.09751 0.79014 -6.79828 0.0 0.3 -0.3 -0.19
C -0.29989 2.16517 -6.83092 0.1 -0.6 1.2 0.02
C -0.38944 2.91313 -5.66003 0.0 0.1 -0.3 -0.17
C -0.21329 2.27692 -4.44653 0.1 -0.2 0.0 -0.19
N -0.39356 2.82412 -8.11421 -0.1 0.3 -0.4 0.53
O -0.55655 4.02501 -8.11903 -0.1 0.3 0.0 -0.37
O -0.29420 2.13580 -9.10710 0.0 -0.1 -0.3 -0.37
H 0.22261 -0.90555 -5.53345 0.0 -0.1 0.0 0.23
H -0.03791 0.24773 -7.73119 0.0 0.0 0.1 0.25
H -0.56502 3.97846 -5.71181 0.0 -0.1 0.0 0.25
H -0.23835 2.83011 -3.51908 0.0 0.1 0.0 0.25
```
Forces are in eV/Å.

Values from the calculation:
Energy above the lowest of the compared OMol25 structures with the same formula, charge and spin in kcal per mole: 24.05
E_HOMO in eV: -7.773
DFT total energy in a.u.: -3700.8151
Lowest unoccupied orbital energy in Ha: -0.0270

Look up the DFT total energy of the fourth one. -3700.8151 a.u.